A structure of composition C7H21CrN6O13 at a distorted geometry. Source: OMol25; level of theory: ωB97M-V with the def2-TZVPD basis set.

Structure (XYZ):
```
48
Properties=species:S:1:pos:R:3
Cr -0.054 -1.218 4.004
C 0.436 -0.495 0.542
O 0.398 -0.802 1.957
H 1.194 -1.076 0.015
H -0.548 -0.803 0.186
H 0.574 0.555 0.287
C 3.546 2.996 -1.499
N 2.246 3.520 -0.804
O 1.557 4.336 -1.469
O 1.908 3.078 0.327
H 4.313 3.054 -0.727
H 3.942 3.544 -2.354
H 3.324 1.998 -1.877
C -1.394 -3.084 -2.941
N -2.639 -2.873 -2.094
O -2.769 -1.870 -1.377
O -3.539 -3.699 -2.140
H -1.728 -3.209 -3.971
H -0.981 -4.047 -2.641
H -0.844 -2.166 -2.734
C -1.244 2.573 2.186
N -1.210 2.067 3.590
O -1.433 0.889 3.815
O -0.966 2.808 4.477
H -0.286 3.036 1.949
H -2.049 3.308 2.182
H -1.548 1.686 1.629
C -3.721 -1.246 1.822
N -2.826 -2.309 2.349
O -2.013 -1.950 3.190
O -2.955 -3.463 1.966
H -3.637 -1.398 0.746
H -3.338 -0.260 2.087
H -4.704 -1.407 2.264
C -1.416 1.563 -2.178
N -0.396 1.041 -3.078
O -0.555 -0.057 -3.583
O 0.483 1.825 -3.374
H -0.892 2.039 -1.349
H -1.991 0.674 -1.917
H -2.150 2.191 -2.682
C 3.855 -2.057 0.158
N 4.764 -1.098 0.826
O 5.873 -1.504 1.137
O 4.444 0.059 0.982
H 3.526 -1.548 -0.748
H 2.996 -2.233 0.804
H 4.450 -2.965 0.060
```

Results
- Relative energy (zero: lowest compared OMol25 entry of this formula, charge and spin): 207.7 kJ/mol
- Spin multiplicity: 5
- M: 449.3 g mol⁻¹
- Gap between HOMO and LUMO (spin up / spin down): 6.997 / 8.634 eV
- Total energy: -2629.4994 Eh
- Total charge: +1
- Largest force on an atom: 3.7 eV/A

Results of the Löwdin charge analysis, in e, for atoms 1 through 6: Cr 1.05; C -0.14; O -0.33; H 0.06; H 0.07; H 0.06

=====

A cluster of 2 separate species, C3H7NO3 in total at a distorted geometry. Source: OMol25; level of theory: ωB97M-V with the def2-TZVPD basis set.

Structure (XYZ):
```
14
Properties=species:S:1:pos:R:3
C -0.571 1.276 1.317
C -1.815 0.883 0.577
O -2.646 1.643 0.052
O -1.920 -0.492 0.571
H -0.431 0.587 2.230
H -0.670 2.293 1.626
H 0.290 1.176 0.648
H -2.737 -0.655 0.011
N 2.263 -1.278 -1.649
C 1.309 -1.111 -0.702
O 1.605 -0.853 0.464
H 2.888 -0.476 -1.627
H 2.175 -1.824 -2.446
H 0.259 -1.169 -1.072
```

Results
- Relative energy (zero: lowest compared OMol25 entry of this formula, charge and spin): 129.6 kJ/mol
- M: 105.1 g mol⁻¹
- Gap between HOMO and LUMO: 11.052 eV
- Total energy: -398.9883 Eh
- Largest force on an atom: 3.4 eV/A

Results of the Löwdin charge analysis, in e, for atoms 1 through 6: C 0.00; C -0.53; O 0.05; O 0.04; H 0.13; H 0.07

=====

The molecule C17H22N2O3 at a distorted geometry. Source: OMol25; level of theory: ωB97M-V with the def2-TZVPD basis set.

Structure (XYZ):
```
44
Properties=species:S:1:pos:R:3
C 2.772 1.609 2.093
C 3.597 0.409 1.657
C 3.106 -0.971 2.277
C 1.785 -1.287 1.892
C 1.777 -1.589 0.532
C 0.379 -2.132 0.301
O 0.281 -3.424 -0.062
N -0.495 -1.328 -0.094
C -1.842 -1.777 -0.381
N -2.491 -1.160 -1.237
C -2.055 -1.217 -2.685
O -1.187 -1.873 -2.927
C -2.700 -0.240 -3.753
C -3.856 0.534 -2.600
C -3.531 0.081 -1.201
O -4.001 -0.030 -0.213
C -0.476 0.136 -0.041
C -0.956 0.630 1.039
C -0.770 2.133 0.972
C -0.239 3.054 -0.105
C 0.278 2.031 -1.042
C 0.285 0.781 -1.154
H 1.866 1.431 1.870
H 3.386 2.567 1.742
H 2.749 1.882 3.192
H 4.795 0.453 2.242
H 3.627 0.319 0.758
H 3.778 -1.745 2.408
H 3.196 -0.778 3.500
H 1.136 -0.337 2.039
H 1.606 -2.186 2.357
H 2.005 -0.722 -0.120
H 2.482 -2.650 0.219
H -1.867 -2.900 -0.608
H -2.585 -1.543 0.535
H -2.148 0.489 -4.087
H -3.292 -0.610 -4.404
H -4.850 0.441 -2.644
H -3.693 1.656 -2.403
H -1.577 0.253 1.914
H -1.409 2.675 1.686
H -0.207 3.975 0.075
H 0.736 2.779 -1.818
H 0.608 0.180 -1.723
```

Results
- Relative energy (zero: lowest compared OMol25 entry of this formula, charge and spin): 1719.4 kJ/mol
- M: 302.4 g mol⁻¹
- Gap between HOMO and LUMO: 8.735 eV
- Total energy: -995.6581 Eh
- Largest force on an atom: 17.3 eV/A

Results of the Löwdin charge analysis, in e, for atoms 1 through 6: C -0.10; C -0.20; C -0.24; C -0.31; C -0.14; C -0.41

=====

A structure of composition C29H28ClILaN6O6 at a distorted geometry. Source: OMol25; level of theory: ωB97M-V with the def2-TZVPD basis set.

Structure (XYZ):
```
72
Properties=species:S:1:pos:R:3
La -0.529 0.731 0.177
O 3.915 -3.997 4.529
C 2.682 -3.398 4.943
C 2.194 -2.463 3.876
C 1.836 -1.130 4.194
C 1.321 -0.351 3.190
N 1.135 -0.738 1.918
C 1.592 -1.994 1.573
C 2.084 -2.873 2.585
C 1.569 -2.349 0.207
C 2.372 -3.418 -0.293
C 2.412 -3.713 -1.619
C 3.312 -4.791 -2.140
O 4.299 -4.292 -3.049
C 1.626 -2.925 -2.502
C 0.888 -1.902 -1.972
N 0.817 -1.573 -0.659
H 4.217 -4.572 5.239
H 2.814 -2.844 5.876
H 1.936 -4.180 5.120
H 1.955 -0.730 5.193
H 1.059 0.678 3.403
H 2.360 -3.887 2.328
H 2.997 -3.979 0.392
H 2.745 -5.525 -2.716
H 3.783 -5.311 -1.301
H 4.692 -3.514 -2.639
H 1.628 -3.104 -3.569
H 0.300 -1.273 -2.626
O -1.983 2.935 0.055
Cl -3.265 2.314 0.453
O -4.363 2.838 -0.284
O -3.074 0.868 0.116
O -3.466 2.459 1.866
N 4.780 4.145 -0.450
C 3.856 3.973 0.225
N 2.837 3.867 1.060
C 1.888 3.036 1.063
N 0.973 2.298 1.158
I -2.234 -1.964 1.631
C -1.986 -0.522 3.130
C -2.388 -0.802 4.432
C -2.207 0.193 5.371
C -1.660 1.407 4.989
C -1.291 1.574 3.668
N -1.439 0.610 2.757
H -2.821 -1.758 4.683
H -2.485 0.017 6.404
H -1.521 2.213 5.695
H -0.853 2.499 3.310
C -2.429 -0.108 -3.291
C -1.341 0.948 -3.481
C -0.619 0.665 -4.812
C -0.385 0.911 -2.282
C -1.935 2.361 -3.544
C -1.082 3.464 -3.658
C -1.572 4.759 -3.686
C -2.943 4.993 -3.606
C -3.802 3.913 -3.500
C -3.300 2.612 -3.468
H -1.962 -1.095 -3.240
H -3.143 -0.120 -4.122
H -2.985 0.051 -2.364
H -0.158 -0.327 -4.789
H 0.171 1.396 -4.992
H -1.315 0.698 -5.657
H 0.581 1.332 -2.621
H -0.012 3.303 -3.717
H -0.881 5.591 -3.757
H -3.330 6.004 -3.618
H -4.871 4.073 -3.420
H -3.996 1.791 -3.364
```

Results
- Relative energy (zero: lowest compared OMol25 entry of this formula, charge and spin): 174.6 kJ/mol
- M: 857.8 g mol⁻¹
- Gap between HOMO and LUMO: 3.295 eV
- Total energy: -2691.1133 Eh
- Total charge: -1
- Largest force on an atom: 2.2 eV/A

Results of the Löwdin charge analysis, in e, for atoms 1 through 6: La 1.69; O -0.06; C -0.21; C -0.21; C -0.02; C -0.17

=====

A structure of composition C12H5AsCl5MnO7STe4 at a distorted geometry. Source: OMol25; level of theory: ωB97M-V with the def2-TZVPD basis set.

Structure (XYZ):
```
36
Properties=species:S:1:pos:R:3
Mn 1.607 -0.311 0.095
O -1.191 1.624 -0.518
As -0.457 1.825 1.057
O -0.547 3.335 1.601
O 1.162 1.254 0.722
C -1.185 0.573 2.344
C -1.825 1.218 3.396
C -2.385 0.486 4.435
C -2.303 -0.898 4.438
C -1.657 -1.554 3.403
C -1.094 -0.823 2.368
S -0.272 -1.748 1.110
O -0.322 -0.902 -0.106
O -0.832 -3.049 1.072
O 1.209 -1.700 1.396
H -1.537 2.483 -0.799
H -1.880 2.299 3.386
H -2.895 1.004 5.235
H -2.754 -1.471 5.236
H -1.605 -2.634 3.375
Cl -2.544 0.287 -5.277
C -1.197 0.077 -4.244
C -0.395 1.175 -3.922
Cl -0.740 2.729 -4.545
C 0.684 0.991 -3.072
Cl 1.743 2.297 -2.666
C 0.955 -0.256 -2.522
O 2.001 -0.361 -1.658
C 0.187 -1.352 -2.876
Cl 0.587 -2.882 -2.217
C -0.900 -1.184 -3.733
Cl -1.869 -2.532 -4.138
Te 4.119 0.717 0.474
Te 6.436 -0.768 0.959
Te 7.136 -0.226 -1.596
Te 4.557 0.277 -2.210
```

Results
- Spin multiplicity: 2
- M: 1110.8 g mol⁻¹
- Gap between HOMO and LUMO (spin up / spin down): 5.642 / 4.740 eV
- Total energy: -8144.7200 Eh
- Total charge: +1
- Largest force on an atom: 1.3 eV/A

Results of the Löwdin charge analysis, in e, for atoms 1 through 6: Mn 0.48; O -0.22; As 0.98; O -0.40; O -0.54; C -0.22

=====

The molecule C3H8N4O at a distorted geometry. Source: OMol25; level of theory: ωB97M-V with the def2-TZVPD basis set.

Structure (XYZ):
```
16
Properties=species:S:1:pos:R:3
C 0.598 1.725 0.286
O 0.854 0.664 -0.583
C 0.509 -0.497 -0.046
C -0.865 -0.974 -0.129
N -1.836 0.074 -0.032
N -3.137 -0.329 0.087
N 1.516 -1.352 0.261
N 2.708 -0.571 0.054
H 1.338 2.676 0.032
H 0.721 1.249 1.384
H -0.492 2.292 0.125
H -0.814 -2.239 -0.358
H -3.755 0.059 -0.515
H -3.483 -1.303 0.324
H 3.616 -1.335 0.230
H 2.523 -0.138 -1.119
```

Results
- Relative energy (zero: lowest compared OMol25 entry of this formula, charge and spin): 804.7 kJ/mol
- M: 116.1 g mol⁻¹
- Gap between HOMO and LUMO: 8.119 eV
- Total energy: -413.1096 Eh
- Largest force on an atom: 6.9 eV/A

Results of the Löwdin charge analysis, in e, for atoms 1 through 6: C -0.14; O -0.20; C -0.53; C -0.04; N -0.01; N -0.03